Below is a 2-piece molecular cluster, Br2H4OSi2 overall, with properties calculated with ωB97M-V/def2-TZVPD.

Energy above the lowest of the compared OMol25 structures with the same formula, charge and spin, kcal/mol: 0.0
Total charge: 0
Kohn-Sham gap (spin up / spin down), Eh: 0.2245 / 0.2441
Multiplicity: 3

Structure (XYZ):
```
9
Properties=species:S:1:pos:R:3:forces:R:3:nbo_charge:R:1
O 0.306 0.020 0.307 1.86 -1.72 0.71 -0.66
Si -1.026 0.816 0.074 -4.22 1.23 -1.53 1.12
Si 2.707 0.026 -0.706 0.22 -1.11 -1.17 0.60
Br 2.977 -2.075 -0.041 -0.40 0.37 -0.19 -0.26
Br 4.020 1.313 0.350 0.61 1.00 0.69 -0.24
H -2.144 0.046 -0.824 1.47 0.61 0.92 -0.13
H -1.735 0.936 1.383 0.32 -0.09 0.09 -0.11
H -0.852 2.158 -0.522 0.09 -0.06 0.05 -0.20
H 1.844 0.533 -1.790 0.05 -0.23 0.42 -0.11
```
Positions in Å, forces in eV/Å.

Below is C15H37GaIO7 as an isolated structure, with properties calculated with ωB97M-V/def2-TZVPD.

Energy above the lowest of the compared OMol25 structures with the same formula, charge and spin, kcal/mol: 50.6
Total charge: -1
Kohn-Sham gap, Eh: 0.2497
Multiplicity: 1

Structure (XYZ):
```
61
Properties=species:S:1:pos:R:3:forces:R:3:nbo_charge:R:1
O -3.362 -2.713 -4.397 -2.34 -1.02 -0.71 -0.76
C -4.126 -3.489 -3.365 0.29 -0.67 0.22 -0.10
C -3.145 -4.073 -2.168 -0.48 -0.18 -0.58 -0.45
C -1.847 -4.838 -2.818 -0.18 0.46 0.76 -0.90
Ga -2.473 -6.725 -3.523 0.99 1.39 -0.81 0.73
I -3.943 -7.991 -1.766 -0.03 -0.03 0.05 -0.51
H -3.971 -2.793 -5.214 1.70 0.27 1.93 0.46
H -4.951 -2.764 -2.954 1.34 -1.59 -0.57 0.16
H -4.567 -4.423 -3.930 0.61 1.81 1.34 0.20
H -3.795 -4.893 -1.594 1.28 1.82 -1.16 0.22
H -2.890 -3.250 -1.377 -0.39 -1.30 -1.54 0.19
H -1.381 -4.300 -3.757 -1.01 -0.76 1.99 0.22
H -1.029 -4.950 -1.989 -1.40 0.28 -1.51 0.20
H -3.285 -6.395 -4.890 -0.30 -0.23 0.30 -0.34
H -1.142 -7.492 -3.978 -0.10 -0.36 0.28 -0.32
C -3.181 -0.333 -1.987 -0.29 -0.38 0.10 -0.26
O -2.670 -0.249 -0.668 0.42 0.48 -0.22 -0.55
C -1.259 -0.046 -0.620 -0.39 0.20 0.28 -0.09
C -0.886 1.052 0.378 0.48 -0.16 -0.05 -0.09
O -1.301 2.377 0.029 -0.46 -0.17 0.14 -0.55
C -2.710 2.638 0.051 0.06 0.12 0.02 -0.08
C -3.370 2.562 1.432 0.20 -0.61 -0.40 -0.09
O -3.429 1.214 1.898 0.42 0.36 0.28 -0.54
C -3.110 1.071 3.270 -0.26 -0.28 -0.27 -0.25
H -3.062 -1.351 -2.370 0.05 0.30 -0.21 0.21
H -4.252 -0.099 -1.951 0.15 -0.08 0.09 0.18
H -2.705 0.386 -2.662 0.08 -0.04 0.01 0.16
H -0.856 0.215 -1.606 -0.15 0.03 0.03 0.17
H -0.797 -0.989 -0.315 0.23 0.03 0.08 0.19
H 0.213 1.097 0.422 -0.21 0.08 -0.18 0.19
H -1.200 0.801 1.390 -0.25 -0.10 -0.09 0.18
H -3.229 2.014 -0.678 -0.04 -0.18 0.24 0.19
H -2.820 3.668 -0.308 0.14 -0.01 0.15 0.18
H -4.394 2.929 1.371 -0.16 0.30 -0.15 0.17
H -2.820 3.199 2.130 0.11 -0.02 0.07 0.17
H -2.280 1.719 3.567 -0.02 0.09 0.01 0.16
H -2.799 0.035 3.442 -0.15 0.12 -0.09 0.19
H -3.993 1.281 3.883 0.13 0.07 0.17 0.17
C 5.089 -0.779 1.045 -0.47 0.02 -0.06 -0.25
O 4.545 0.258 1.845 0.67 0.05 -0.07 -0.55
C 5.460 0.761 2.817 -0.31 0.28 -0.30 -0.09
C 5.467 2.290 2.840 0.25 0.09 0.27 -0.08
O 5.993 2.928 1.671 -0.42 -0.28 -0.01 -0.54
C 5.222 2.807 0.468 0.00 0.17 -0.10 -0.08
C 3.855 3.497 0.493 0.11 -0.63 0.31 -0.09
O 2.950 2.810 1.357 0.31 0.45 0.23 -0.55
C 2.160 3.672 2.156 -0.20 -0.34 -0.15 -0.26
H 5.002 -1.737 1.565 0.18 -0.08 -0.08 0.17
H 4.504 -0.832 0.119 0.03 0.01 0.24 0.20
H 6.131 -0.586 0.772 0.01 -0.01 0.09 0.16
H 6.480 0.401 2.634 -0.08 0.02 -0.13 0.17
H 5.149 0.381 3.795 0.07 0.13 0.20 0.18
H 6.128 2.604 3.662 0.03 -0.13 -0.27 0.18
H 4.487 2.694 3.094 -0.14 -0.21 -0.17 0.18
H 5.140 1.762 0.167 -0.25 0.03 0.13 0.19
H 5.821 3.294 -0.310 -0.02 0.10 0.19 0.18
H 3.420 3.488 -0.506 0.14 0.08 -0.31 0.18
H 3.982 4.538 0.800 0.01 0.04 0.11 0.17
H 2.734 4.525 2.529 0.03 0.07 -0.06 0.16
H 1.808 3.104 3.024 0.01 -0.02 -0.21 0.19
H 1.292 4.018 1.585 0.00 0.14 0.13 0.18
```
Positions in Å, forces in eV/Å.

Below is C3H12BrFeN6O3 as an isolated structure, with properties calculated with ωB97M-V/def2-TZVPD.

Total charge: +1
Kohn-Sham gap (spin up / spin down), Eh: 0.2865 / 0.0950
Multiplicity: 7

Structure (XYZ):
```
26
Properties=species:S:1:pos:R:3:forces:R:3:nbo_charge:R:1
Fe -4.418 1.034 2.194 0.47 -0.28 -0.38 0.81
Br -2.452 0.342 0.796 -0.41 0.40 0.45 -0.78
C -1.084 -4.055 -0.135 1.54 -3.56 -1.59 0.73
O -1.541 -4.552 0.803 -2.81 -2.97 5.32 -0.64
N -1.020 -2.846 -0.366 -0.22 10.75 -1.47 -0.79
N -0.454 -4.703 -1.092 1.44 -3.70 -2.64 -0.84
H -0.823 -2.512 -1.299 -0.09 -0.03 0.45 0.36
H -1.373 -2.142 0.267 -0.06 -0.42 0.00 0.40
H 0.011 -4.264 -1.874 -0.19 -0.42 0.33 0.38
H -0.555 -5.707 -1.049 0.32 0.17 -0.37 0.41
C -0.176 3.694 2.211 0.71 2.51 -1.00 0.69
O -0.751 3.279 3.229 -1.16 -1.51 2.72 -0.07
N 0.472 4.783 2.108 2.35 3.54 2.35 -0.73
N -0.418 3.215 1.077 -1.71 -4.64 -3.11 -0.68
H 0.884 5.001 1.212 0.38 0.35 0.56 0.43
H 0.661 5.302 2.954 0.31 0.50 -0.38 0.44
H -0.727 2.255 1.130 -0.49 -0.50 -1.14 0.45
H -0.158 3.691 0.225 -0.31 -0.38 -0.05 0.44
C 1.991 0.053 -1.127 1.69 1.14 2.67 0.75
O 2.603 0.569 -0.181 -0.70 0.13 -0.86 -0.68
N 0.696 -0.122 -1.223 -3.03 0.01 0.33 -0.83
N 2.540 -0.449 -2.205 2.90 -0.87 -2.17 -0.82
H 0.051 0.301 -0.571 -0.02 -0.70 -0.31 0.40
H 0.497 -0.776 -1.967 -1.43 0.57 0.63 0.38
H 3.547 -0.394 -2.261 -0.23 -0.37 -0.26 0.42
H 1.995 -0.998 -2.855 0.76 0.26 -0.08 0.38
```
Positions in Å, forces in eV/Å.

Below is C16H26AsN4O4Tc as an isolated structure, with properties calculated with ωB97M-V/def2-TZVPD.

Energy above the lowest of the compared OMol25 structures with the same formula, charge and spin, kcal/mol: 1.5
Total charge: +3
Kohn-Sham gap (spin up / spin down), Eh: 0.2591 / 0.2574
Multiplicity: 2

Structure (XYZ):
```
52
Properties=species:S:1:pos:R:3:forces:R:3:nbo_charge:R:1
Tc -0.703 -0.147 -0.491 0.01 0.16 0.07 1.13
C -0.274 1.834 2.767 -0.02 -0.01 -0.01 -0.68
C -0.894 0.494 2.635 -0.01 -0.01 0.05 0.48
N -1.011 -0.240 1.529 0.07 0.05 -0.01 -0.48
C -1.662 -1.417 1.882 -0.08 -0.11 0.01 -0.09
C -1.942 -1.391 3.213 -0.01 0.01 -0.05 0.14
N -1.458 -0.189 3.645 0.00 -0.07 0.03 -0.45
C -2.591 -2.284 4.254 0.10 0.17 -0.03 0.76
O -3.050 -3.458 3.890 -0.07 -0.08 0.10 -0.60
O -2.630 -1.839 5.360 -0.03 -0.05 0.02 -0.48
C -1.868 -2.400 0.835 0.21 0.30 -0.23 0.77
O -2.333 -3.474 0.832 0.00 -0.01 0.05 -0.40
O -1.343 -1.830 -0.422 -0.17 -0.13 0.11 -0.55
H 0.155 2.152 1.818 0.01 -0.02 0.00 0.22
H 0.514 1.819 3.521 0.00 0.00 0.00 0.29
H -1.018 2.570 3.078 0.00 0.00 0.01 0.28
H -1.540 0.085 4.625 0.01 0.02 -0.02 0.49
H -2.951 -3.684 2.953 0.02 0.01 -0.09 0.51
C 3.137 1.305 -2.179 -0.05 -0.04 -0.01 -0.63
C 3.056 0.534 -0.868 0.10 -0.09 0.04 -0.68
As 1.694 -0.866 -0.761 0.03 0.08 -0.07 1.28
C 1.241 -1.532 -2.536 0.06 -0.03 0.10 -0.72
C 0.160 -0.607 -3.097 0.01 0.13 0.06 -0.58
C 2.248 -2.232 0.507 -0.01 -0.10 0.01 -0.67
C 3.439 -3.027 -0.030 0.00 0.08 -0.11 -0.63
H 3.979 1.995 -2.117 0.00 0.00 -0.01 0.28
H 2.246 1.895 -2.386 -0.02 0.02 0.00 0.20
H 3.326 0.647 -3.026 -0.01 0.01 0.00 0.24
H 2.947 1.172 0.010 -0.08 0.02 -0.01 0.26
H 3.972 -0.044 -0.711 -0.01 -0.02 0.03 0.28
H 0.885 -2.557 -2.433 0.00 -0.01 0.04 0.28
H 2.121 -1.538 -3.179 0.00 -0.02 -0.01 0.29
H -0.798 -0.553 -2.509 -0.06 -0.13 0.03 0.16
H -0.232 -0.995 -4.040 0.00 0.04 -0.03 0.31
H 0.514 0.409 -3.269 0.03 -0.01 -0.04 0.24
H 1.384 -2.874 0.680 -0.02 0.02 -0.01 0.25
H 2.487 -1.713 1.437 -0.03 0.05 -0.01 0.26
H 3.195 -3.551 -0.953 0.02 -0.01 0.00 0.23
H 3.718 -3.776 0.710 -0.02 0.00 0.02 0.28
H 4.313 -2.398 -0.197 0.01 -0.01 0.00 0.23
C -0.063 3.418 -1.098 -0.02 -0.01 -0.01 -0.68
C -1.412 2.807 -1.192 -0.03 0.07 0.07 0.45
N -1.739 1.532 -0.911 0.02 -0.29 -0.07 -0.55
C -3.123 1.393 -1.092 -0.05 0.00 -0.06 -0.10
C -3.610 2.586 -1.482 0.02 0.08 0.00 0.00
N -2.528 3.445 -1.532 0.02 -0.02 0.00 -0.45
H 0.678 2.672 -0.806 0.03 -0.02 0.00 0.21
H -0.055 4.214 -0.351 0.01 0.00 -0.01 0.29
H 0.241 3.852 -2.052 0.00 -0.01 0.00 0.29
H -3.640 0.458 -0.944 0.00 0.02 -0.01 0.26
H -4.610 2.903 -1.730 0.00 -0.02 0.02 0.29
H -2.573 4.425 -1.788 -0.02 0.00 -0.01 0.47
```
Positions in Å, forces in eV/Å.

Number 1: strongest force on any atom 0.0906 Eh/bohr, E_tot -157949.8893 eV. Number 2: strongest force on any atom 0.0516 Eh/bohr, E_tot -90960.7537 eV. Number 3: strongest force on any atom 0.2111 Eh/bohr, E_tot -122807.8887 eV. Number 4: strongest force on any atom 0.0085 Eh/bohr, E_tot -94173.9967 eV.